Record 1
Entry from OMol25: a 2-piece molecular cluster, C4H8S overall at a distorted geometry (wB97M-V/def2-TZVPD).

```
13
Properties=species:S:1:pos:R:3:forces:R:3
C 0.57987 -0.26995 -0.26672 -0.528 0.777 1.614
C 1.68600 -0.55205 -0.96735 0.192 1.907 -0.140
C -0.65196 1.18504 0.90750 3.046 -0.603 -2.450
C -1.98068 0.44763 1.03012 1.479 -0.216 -0.695
S -2.35272 -0.51460 -0.45688 -0.734 2.454 -1.771
H 0.04863 1.37323 1.80360 -1.494 -0.293 -1.467
H 0.02280 -1.16000 -0.04035 -0.323 0.030 0.306
H 2.49518 0.10140 -1.39131 -1.087 -0.318 0.701
H 1.79527 -1.58691 -1.23953 0.075 -0.396 -0.059
H -0.72209 2.06995 0.14678 0.232 -1.618 1.693
H -2.71671 1.17310 1.27847 -0.944 0.508 0.006
H -2.04220 -0.34095 1.74552 0.449 -0.275 1.057
H -2.16014 0.62326 -1.34981 -0.363 -1.958 1.206
```
Positions in Å, forces in eV/Å.

Properties
- spin multiplicity = 1
- orbital gap (eV) = 9.58
- LUMO level (eV) = 0.75
- HOMO (eV) = -8.834

These are the natural (NBO) partial charges, in e, on atoms 1 to 5: atom 1 (C): -0.163, atom 2 (C): -0.491, atom 3 (C): -0.343, atom 4 (C): -0.582, atom 5 (S): -0.017

Record 2
Entry from OMol25: a 2-piece molecular cluster, CHClFO3 overall at a distorted geometry (wB97M-V/def2-TZVPD).

```
7
Properties=species:S:1:pos:R:3:forces:R:3
C 1.36451 0.66149 0.25693 3.562 -2.445 -1.474
O -0.53861 -0.81123 -0.39956 4.475 -0.316 0.079
O 1.18261 1.77009 0.27233 -0.899 1.477 0.356
O 0.31418 -0.49477 0.45364 -4.918 -1.406 0.044
F -2.21561 -0.27963 0.14511 -2.994 1.005 0.988
Cl 2.54643 -0.53786 -0.05475 1.316 1.621 0.065
H -2.65351 -0.30808 -0.67369 -0.542 0.065 -0.057
```
Positions in Å, forces in eV/Å.

Properties
- charge = +1
- spin multiplicity = 3
- <S²> = 2.01
- orbital gap (alpha / beta) (eV) = 11.57 / 8.20
- LUMO level (alpha / beta) (eV) = -5.64 / -9.53
- HOMO (alpha / beta) (eV) = -17.211 / -17.732

These are the natural (NBO) partial charges, in e, on atoms 1 to 5: atom 1 (C): 0.697, atom 2 (O): 0.315, atom 3 (O): -0.273, atom 4 (O): -0.085, atom 5 (F): -0.469

Record 3
Entry from OMol25: an isolated ion of composition C19H36FN2O4 and charge +1 (wB97M-V/def2-TZVPD).

```
62
Properties=species:S:1:pos:R:3:forces:R:3
C -3.65716 -3.35248 6.61968 -0.076 -0.093 -0.061
C -3.58361 -3.32806 5.08507 -0.052 0.121 -0.028
C -2.86923 -2.09038 4.52571 0.005 -0.032 -0.004
C -3.40761 -1.61795 3.17400 0.057 -0.016 0.055
C -3.47263 -2.70399 2.09313 0.010 0.068 0.031
C -2.15654 -3.43790 1.79218 -0.010 -0.044 -0.044
C -1.43735 -2.98852 0.51682 0.286 -0.061 0.096
C -1.15801 -1.48332 0.43426 -0.088 0.022 -0.055
C -1.02358 -0.97713 -1.00538 0.143 -0.035 -0.050
C 0.36405 -1.23530 -1.60589 -0.238 0.025 0.090
C 1.41645 -0.31689 -1.03994 0.609 -0.534 0.074
O 2.69313 -0.86976 -1.16988 -0.021 0.080 -0.284
C 3.66163 0.15548 -0.97635 -0.072 0.058 0.157
C 2.91991 1.48753 -1.23791 0.886 -0.221 0.107
C 2.68935 2.31697 0.02494 0.051 0.166 -0.615
O 2.30310 1.83624 1.04448 -0.461 -0.249 0.427
N 2.88303 3.69965 -0.16293 0.131 0.295 0.734
C 2.40111 4.50436 0.91672 -0.504 -0.382 -0.343
O 3.04108 5.12056 1.67640 0.138 0.314 0.098
F 1.06006 4.48529 0.89386 0.415 -0.074 0.090
N 1.60515 1.01701 -1.76843 -0.367 0.686 0.122
C 1.57728 0.92172 -3.30680 0.035 -0.100 -0.075
O 2.22920 1.96731 -3.88033 0.077 0.086 0.094
C 1.54217 3.23260 -3.80041 -0.088 0.104 -0.084
C 2.30251 4.24772 -4.61958 0.074 -0.032 -0.066
C 2.42096 3.85728 -6.09020 -0.064 -0.089 0.083
H -2.95138 -2.65150 7.06736 0.063 -0.081 0.006
H -3.45325 -4.34507 7.01910 0.039 0.007 0.026
H -4.65392 -3.07747 6.96529 0.034 0.097 0.020
H -3.09293 -4.23213 4.71785 -0.002 0.009 -0.032
H -4.59743 -3.35201 4.67557 -0.015 -0.051 0.050
H -2.96392 -1.27017 5.24246 -0.029 0.029 -0.055
H -1.79632 -2.28971 4.44301 -0.004 0.015 0.107
H -4.42022 -1.23300 3.32830 0.000 0.013 -0.052
H -2.80396 -0.76880 2.83716 -0.017 -0.012 -0.001
H -4.22490 -3.43102 2.40342 0.020 -0.029 -0.047
H -3.85531 -2.25480 1.17012 -0.046 -0.053 -0.002
H -2.36502 -4.50369 1.68152 0.051 -0.019 0.025
H -1.46887 -3.36214 2.63848 -0.033 0.058 0.004
H -2.00130 -3.31481 -0.36256 -0.153 0.107 0.058
H -0.48588 -3.52889 0.47434 -0.025 -0.037 -0.124
H -1.95529 -0.92635 0.92499 -0.050 -0.033 -0.052
H -0.24534 -1.26248 0.99964 -0.070 0.068 0.072
H -1.75411 -1.48939 -1.63299 -0.071 0.062 0.021
H -1.27114 0.09017 -1.06768 0.052 0.005 0.016
H 0.69723 -2.24477 -1.35840 -0.022 -0.005 0.020
H 0.33391 -1.18509 -2.69406 0.099 -0.024 -0.003
H 1.24266 -0.05426 0.00679 -0.251 0.156 -0.083
H 4.06275 0.12938 0.03818 -0.037 -0.027 -0.008
H 4.46510 0.01043 -1.69537 -0.014 -0.082 0.032
H 3.44929 2.08889 -1.97137 -0.278 -0.026 -0.230
H 3.85897 3.94966 -0.31913 -0.090 -0.081 -0.397
H 0.87564 1.67728 -1.49143 -0.066 -0.110 0.037
H 2.08711 -0.00399 -3.55970 0.039 -0.019 0.002
H 0.51956 0.87728 -3.57729 -0.024 -0.027 0.062
H 1.48329 3.55944 -2.75423 0.001 -0.036 0.002
H 0.52465 3.10881 -4.19040 0.022 -0.071 0.022
H 1.77863 5.19983 -4.51765 -0.001 0.006 0.041
H 3.29721 4.37771 -4.18490 -0.031 0.082 0.017
H 3.18332 3.09316 -6.22968 0.001 -0.010 -0.042
H 2.68001 4.71970 -6.70021 0.046 -0.014 -0.012
H 1.47673 3.45176 -6.45975 -0.011 0.071 -0.048
```
Positions in Å, forces in eV/Å.

Properties
- charge = +1
- spin multiplicity = 1
- orbital gap (eV) = 9.42
- LUMO level (eV) = -3.20
- HOMO (eV) = -12.619

These are the natural (NBO) partial charges, in e, on atoms 1 to 5: atom 1 (C): -0.609, atom 2 (C): -0.408, atom 3 (C): -0.395, atom 4 (C): -0.387, atom 5 (C): -0.413